46
Properties=species:S:1:pos:R:3:forces:R:3 method="wB97M-V/def2-TZVPD" smiles="CCC[C@H]1CC[C@@](CCC)(n2c(=O)[nH]c3nc[nH]c3c2=O)C1" orbital_gap_ev=9.1379 max_force_ev_per_a=4.483
C 4.43639 -3.06557 -0.64587 1.931 0.747 0.867
C 4.03154 -1.83638 -1.50899 -1.277 -2.209 -1.235
C 3.22233 -0.86549 -0.69767 -1.969 -1.946 1.646
C 1.78213 -0.52837 -1.21857 1.922 2.338 1.070
C 0.83971 -1.63802 -1.40874 0.260 -0.165 -0.466
C -0.26775 -1.41079 -0.46627 -2.117 -0.570 1.268
C -0.47167 0.06781 -0.22146 -0.305 2.158 -1.960
C -1.29359 0.81120 -1.47763 -0.105 -2.110 2.014
C -0.72971 2.00974 -2.10059 0.225 1.815 0.829
C -1.75858 2.57314 -3.02775 1.596 -0.689 -3.627
N -1.15349 0.46224 1.09185 -0.987 -0.533 0.173
C -0.99886 1.70831 1.66464 2.194 2.968 -2.544
O -0.33542 2.66092 1.25137 1.610 -1.190 -2.156
N -1.63053 2.11625 2.73522 -1.793 1.697 3.416
C -2.63107 1.48135 3.32350 -1.589 -2.499 2.007
N -3.19436 1.77531 4.55013 -0.661 -1.370 -0.212
C -3.85329 0.64351 4.87771 -0.240 0.357 0.448
N -3.70022 -0.34890 3.94265 0.255 -0.273 -1.125
C -2.95138 0.23429 2.87204 0.872 -0.084 -0.804
C -2.20898 -0.32231 1.61633 -0.625 -0.163 3.392
O -2.40674 -1.46225 1.31758 -0.355 -1.038 -1.168
C 1.01961 0.44118 -0.21748 1.744 1.632 0.923
H 5.44562 -2.78286 -0.16807 -1.374 -0.826 -0.446
H 4.54457 -4.00167 -1.18712 0.333 0.114 -0.376
H 3.75061 -3.32617 0.18625 0.141 0.587 -0.532
H 4.87212 -1.38613 -2.04312 0.059 -0.095 0.309
H 3.38101 -2.26466 -2.31535 0.388 0.453 0.362
H 3.87699 -0.07682 -0.42829 -0.031 1.373 0.381
H 2.99458 -1.47870 0.25626 0.329 1.409 -0.955
H 1.84358 -0.12176 -2.22657 0.449 0.949 0.196
H 1.15456 -2.61310 -1.20067 1.154 -1.575 0.214
H 0.66747 -1.61005 -2.46766 -1.294 -0.398 -0.448
H -1.11802 -1.89567 -0.90952 -0.843 -0.395 0.683
H 0.00559 -1.79962 0.54162 -0.360 -0.341 -0.810
H -2.36443 1.03747 -1.16561 1.319 -0.589 -0.167
H -1.30154 0.14708 -2.33525 -0.512 -1.037 0.222
H -0.61286 2.78202 -1.38400 0.553 0.638 1.194
H 0.25242 1.87924 -2.55073 -0.069 -0.247 -0.245
H -2.75447 2.23914 -2.84396 -0.790 0.424 0.454
H -1.58414 3.61545 -3.24946 -0.606 0.557 0.559
H -1.52274 2.16447 -4.05274 -0.499 -0.028 0.629
H -1.41594 3.04877 3.10049 0.189 -0.573 -0.801
H -4.53248 0.52563 5.81267 1.543 0.166 -1.920
H -3.94399 -1.36266 3.98991 0.066 1.626 0.021
H 1.19921 1.54097 -0.48328 -0.149 -1.610 0.746
H 1.41621 0.23249 0.87221 -0.580 0.545 -2.030



44
Properties=species:S:1:pos:R:3:forces:R:3 method="wB97M-V/def2-TZVPD" spin_multiplicity=3 orbital_gap_ev="8.0482 / 6.1432" charge=+1 max_force_ev_per_a=3.231 s_squared=2.037
C 2.15336 -2.54439 -0.55143 -1.015 2.120 0.152
C 1.10236 -3.52862 -1.00378 -0.107 -0.301 -0.006
C 3.20720 -2.20803 -1.57850 0.207 -0.227 -0.067
C 2.68767 -2.86532 0.83068 -0.025 -0.115 0.057
H 3.89053 -3.04822 -1.79792 -0.178 0.104 0.105
H 3.81780 -1.37244 -1.22310 0.117 -0.114 -0.179
H 2.73219 -1.91350 -2.51858 0.301 -0.137 0.055
H 1.49143 -4.55974 -1.12240 0.059 0.367 0.077
H 0.66391 -3.23615 -1.96332 0.125 -0.205 0.141
H 0.30877 -3.57179 -0.24905 -0.025 -0.120 -0.210
H 3.20276 -3.84813 0.88416 -0.195 0.401 -0.229
H 1.85360 -2.90487 1.54010 0.189 -0.123 0.010
H 3.39603 -2.10515 1.17903 -0.012 -0.197 -0.014
C -0.61879 1.25296 -1.57969 -0.184 -0.107 -0.642
C 0.54691 0.99680 -2.39146 -0.548 -0.630 -0.615
C 0.52626 -0.41376 -2.72174 -0.314 0.181 -0.361
H 1.27713 1.72794 -2.76063 -0.511 -0.429 0.235
C -0.64429 -0.99327 -2.10427 0.418 0.251 -0.166
C -1.32146 0.02513 -1.38136 0.400 0.026 -0.599
H -2.27120 -0.08514 -0.86526 0.395 0.030 0.123
H -1.03254 2.23120 -1.30158 0.597 -0.634 0.128
H 1.22611 -0.92721 -3.39341 -0.485 0.352 0.436
H -1.02405 -2.00316 -2.25290 0.364 0.301 0.263
C 0.52323 0.88715 1.53316 0.587 0.207 0.335
C 0.82399 1.93480 0.62451 0.877 -0.063 0.479
C 2.11445 1.69268 0.03898 0.268 -0.085 1.018
H 0.21730 2.82698 0.53680 -0.026 -0.303 -0.443
C 2.63108 0.48188 0.63531 0.988 0.416 1.439
C 1.63045 0.00834 1.57881 0.995 0.104 0.869
H 1.72189 -0.81924 2.27691 0.081 0.153 -0.377
H -0.35976 0.82578 2.15234 -0.212 -0.054 -0.205
H 2.65216 2.35222 -0.64918 -0.356 -0.475 0.221
H 3.62585 0.04560 0.51864 -0.436 0.319 -0.051
W 0.94415 -0.15983 -0.48779 -2.512 -0.991 -1.773
N -4.88432 2.89974 1.05190 -1.276 1.102 -0.641
C -4.74800 2.70575 2.51534 -0.005 0.003 -0.097
C -3.36505 2.05446 2.62481 1.436 -0.912 1.317
O -2.92205 1.89689 3.76919 -0.337 0.159 -1.493
O -2.83653 1.72604 1.48783 -0.450 0.353 0.589
H -4.73993 3.89388 0.82713 -0.167 -0.572 -0.164
H -5.80095 2.60521 0.70925 0.275 0.161 -0.127
H -4.05591 2.31746 0.67410 0.283 -0.111 0.472
H -4.79564 3.66896 3.03192 0.067 -0.328 -0.042
H -5.54809 2.05011 2.87645 0.348 0.122 -0.022



49
Properties=species:S:1:pos:R:3:forces:R:3 method="wB97M-V/def2-TZVPD" spin_multiplicity=2 orbital_gap_ev="3.4013 / 3.3003" charge=+4 max_force_ev_per_a=4.774 s_squared=1.772
Tl -11.11542 8.16039 -2.68781 -0.618 0.267 -0.152
O -9.02181 8.25286 -0.60951 1.774 -0.722 2.314
C -8.51270 8.39634 0.48190 -1.907 1.479 -1.585
O -7.29749 7.72403 0.85739 0.503 -0.783 0.370
C -6.69800 8.34655 1.95216 -1.678 2.396 -2.290
C -7.44502 9.70331 2.08450 -0.234 -0.521 1.150
C -8.86515 9.39996 1.56841 1.451 -1.091 -1.024
H -5.64790 8.39512 1.66402 0.999 -0.411 0.158
H -6.70386 7.81452 2.90348 -0.006 -0.944 0.714
H -6.96351 10.43712 1.43814 0.287 0.084 -0.156
H -7.38277 10.04686 3.11707 -0.202 0.142 -0.128
H -9.35665 10.19746 1.01117 -0.291 0.117 0.717
H -9.45892 8.83103 2.28385 -0.405 0.548 0.341
O -13.06099 10.08906 -3.51788 -0.345 -0.790 -0.352
C -13.97962 10.62252 -4.14120 -1.353 2.295 1.074
O -15.09983 11.00589 -3.56259 1.411 -2.129 2.019
C -15.90809 11.85054 -4.35603 -0.606 0.412 -1.884
C -15.39038 11.54203 -5.75744 -0.873 0.843 -0.898
C -13.94233 11.21870 -5.51965 1.174 -0.203 -0.587
H -15.72427 12.88690 -4.07272 0.179 -0.073 0.126
H -16.97347 11.65392 -4.23602 0.242 -0.355 0.328
H -15.47763 12.47410 -6.31578 0.112 -0.182 -0.426
H -15.89578 10.76357 -6.32900 -0.250 -0.040 0.414
H -13.41336 12.17077 -5.47670 0.493 -0.035 0.404
H -13.37260 10.57021 -6.18520 -0.382 0.071 -0.283
O -8.92333 6.13338 -2.70253 1.300 -2.390 0.583
C -8.34524 5.08277 -2.31699 -2.999 -2.285 0.329
O -8.98346 3.91172 -1.97314 -0.568 4.403 -1.756
C -8.08134 2.98954 -1.40101 1.944 -1.204 0.976
C -6.89600 3.86325 -1.05339 0.726 -1.010 0.460
C -6.87030 4.95522 -2.08961 0.481 1.314 0.248
H -7.86336 2.15459 -2.06692 -0.117 0.333 -0.447
H -8.46821 2.54207 -0.48548 -0.657 0.282 -0.161
H -5.94065 3.34256 -1.11895 0.120 -0.107 0.201
H -7.01144 4.26208 -0.04557 0.080 0.068 -0.067
H -6.38442 4.73987 -3.04126 -0.064 -0.105 -0.248
H -6.47217 5.88344 -1.67972 0.188 0.061 -0.318
O -13.87222 7.83868 -1.68650 0.653 0.333 -0.759
C -14.95508 7.28128 -1.51640 -0.297 -0.114 1.877
O -15.26050 6.93801 -0.28075 0.042 0.349 -0.899
C -16.67180 6.59060 -0.22578 -1.147 -1.569 0.375
C -17.05977 6.20825 -1.65993 -0.096 -0.169 -0.341
C -16.00831 6.90350 -2.51108 0.365 0.703 -0.141
H -17.21008 7.36498 0.32075 0.092 0.307 -0.570
H -16.80593 5.67748 0.35414 0.522 0.213 0.379
H -18.06752 6.47424 -1.97897 0.069 0.278 0.296
H -17.00413 5.13047 -1.81287 0.152 0.005 0.255
H -16.42006 7.81755 -2.93894 0.260 0.059 -0.315
H -15.45363 6.33080 -3.25435 -0.527 -0.133 -0.319